ORCA calculation (ωB97M-V/def2-TZVPD) on a single CH5N3O molecule in a non-equilibrium geometry.

The geometry in XYZ format:
```
10
Properties=species:S:1:pos:R:3:lowdin_charge:R:1
O 1.52 0.72 0.24 -0.16
N 1.19 -0.42 -0.42 -0.08
N -0.79 -0.04 -0.54 -0.10
N -1.05 1.13 -0.04 0.03
C 0.05 -0.99 0.15 -0.27
H 0.09 -0.85 1.19 0.10
H 0.92 1.55 -0.13 0.14
H -0.03 -2.07 0.09 0.12
H -0.90 -0.29 -1.50 0.14
H -1.01 1.27 0.98 0.07
```

Results
ΔE to the lowest compared entry with this formula, charge and spin: 536.5 kJ/mol
total charge: 0
Kohn-Sham gap (spin up / spin down): 9.234 / 8.595 eV
HOMO level (spin up / spin down): -8.8661 / -8.3067 eV

=====

ORCA calculation (ωB97M-V/def2-TZVPD) on a single CH5N3O molecule in a non-equilibrium geometry.

The geometry in XYZ format:
```
10
Properties=species:S:1:pos:R:3:mulliken_spin:R:1
O -1.25 1.02 -0.24 0.61
N -0.68 -0.04 -0.47 0.45
N -0.99 -0.90 -1.48 0.92
N 1.09 0.64 1.03 0.00
C 0.45 -0.46 0.39 0.02
H -1.79 -0.54 -2.00 -0.01
H 0.02 -1.12 1.16 0.01
H 1.14 -1.04 -0.22 0.00
H 0.39 1.24 1.46 0.00
H 1.62 1.19 0.36 0.00
```

Results
ΔE to the lowest compared entry with this formula, charge and spin: 80.2 kJ/mol
total charge: 0
Kohn-Sham gap (spin up / spin down): 8.612 / 8.026 eV
HOMO level (spin up / spin down): -7.4281 / -10.1464 eV
⟨S²⟩: 2.007
multiplicity: 3

=====

- Look up the total charge of the second one.
  0

=====

- Which formula does entry 1 have?
  CH5N3O